1.
C41H22AuF15GeN5S as an isolated structure. Source: OMol25; level of theory: wB97M-V/def2-TZVPD.

Geometry (Å):
Au1 0.750 -0.794 1.871
C1 1.165 -0.032 5.273
N1 0.410 -0.754 4.274
C2 -0.501 -1.597 4.576
C3 -1.259 -2.252 3.547
C4 -2.353 -3.116 3.631
C5 -2.739 -3.387 2.312
C6 -1.863 -2.668 1.489
N2 -0.977 -1.985 2.226
C7 0.905 1.450 5.123
C8 1.610 2.198 4.185
C9 1.314 3.541 3.989
C10 0.318 4.154 4.740
C11 -0.386 3.415 5.682
C12 -0.096 2.068 5.866
H1 2.226 -0.233 5.103
H2 0.906 -0.354 6.291
H3 -0.735 -1.824 5.623
H4 -2.794 -3.498 4.542
H5 -3.551 -4.018 1.980
H6 -1.828 -2.623 0.411
H7 2.370 1.709 3.584
H8 1.859 4.105 3.241
H9 0.091 5.203 4.590
H10 -1.164 3.886 6.273
H11 -0.663 1.484 6.585
N3 -3.011 4.794 1.240
C13 -2.271 3.631 1.342
C14 -1.478 3.184 0.286
C15 -0.779 2.000 0.429
N4 -0.815 1.251 1.528
C16 -1.580 1.675 2.533
C17 -2.320 2.841 2.491
H12 -2.781 5.436 0.504
H13 -3.362 5.203 2.086
H14 -1.412 3.749 -0.637
H15 -0.159 1.613 -0.375
H16 -1.593 1.045 3.418
H17 -2.927 3.136 3.340
N5 2.639 -0.199 2.032
C18 3.412 0.493 1.168
C19 4.809 0.243 1.125
C20 5.638 0.962 0.287
C21 5.122 1.983 -0.514
C22 3.758 2.260 -0.476
C23 2.912 1.521 0.328
H18 5.193 -0.547 1.759
H19 6.698 0.738 0.258
H20 5.777 2.550 -1.165
H21 3.351 3.042 -1.108
H22 1.847 1.714 0.349
F1 1.728 1.263 -2.878
C24 1.147 0.900 -4.021
C25 0.363 -0.237 -4.111
C26 -0.215 -0.488 -5.342
F2 -0.984 -1.578 -5.515
C27 -0.028 0.321 -6.443
F3 -0.598 0.037 -7.620
C28 0.767 1.443 -6.319
F4 0.960 2.244 -7.370
C29 1.355 1.736 -5.107
F5 2.113 2.833 -4.992
Ge1 -0.013 -1.490 -2.606
S1 1.061 -1.247 -0.788
C30 -2.005 -1.308 -2.606
C31 -2.512 -0.034 -2.395
F6 -1.689 1.029 -2.356
C32 -3.859 0.231 -2.237
F7 -4.304 1.478 -2.054
C33 -4.756 -0.816 -2.284
F8 -6.062 -0.589 -2.137
C34 -4.298 -2.097 -2.515
F9 -5.174 -3.104 -2.598
C35 -2.943 -2.321 -2.682
F10 -2.585 -3.580 -2.966
C36 0.489 -3.303 -3.288
C37 1.369 -3.535 -4.332
F11 1.739 -2.553 -5.173
C38 1.925 -4.776 -4.586
F12 2.758 -4.958 -5.618
C39 1.611 -5.838 -3.768
F13 2.132 -7.044 -4.006
C40 0.747 -5.653 -2.708
F14 0.444 -6.685 -1.915
C41 0.216 -4.399 -2.482
F15 -0.585 -4.278 -1.419

Properties
LUMO level (spin up / spin down): 0.0816 / 0.0591 Ha
Max |F|: 0.62 eV Å⁻¹
Highest occupied orbital energy (spin up / spin down): -4.45 / -5.03 eV
⟨S²⟩: 2.047
ΔE to the lowest compared entry with this formula, charge and spin: 0.00 kJ/mol
Total charge: -1
2S+1: 3
Gap between HOMO and LUMO (spin up / spin down): 6.7 / 6.6 eV


2.
C22H28N5O3SY as an isolated structure in a non-equilibrium geometry. Source: OMol25; level of theory: wB97M-V/def2-TZVPD.

Geometry (Å):
Y1 9.385 9.927 8.648
O1 11.405 10.639 9.104
C1 12.169 11.187 9.969
C2 13.600 11.196 9.812
C3 14.455 11.591 10.807
C4 13.965 11.878 12.083
C5 12.615 11.902 12.294
C6 11.700 11.584 11.233
C7 10.315 11.431 11.570
N1 9.353 11.208 10.756
C8 8.110 10.813 11.461
C9 7.823 9.297 11.334
N2 7.809 8.800 9.925
C10 8.989 7.828 9.788
C11 8.850 6.791 8.745
C12 8.968 5.427 8.999
C13 8.977 4.460 8.011
C14 9.050 4.875 6.642
C15 8.823 6.242 6.325
C16 8.794 7.189 7.355
O2 8.616 8.513 7.137
H1 13.910 10.856 8.851
H2 15.511 11.691 10.623
H3 14.614 12.323 12.819
H4 12.228 12.196 13.270
H5 10.113 11.553 12.597
H6 7.318 11.419 11.050
H7 8.237 11.102 12.419
H8 6.862 9.088 11.805
H9 8.576 8.921 11.939
H10 9.377 7.411 10.701
H11 9.067 5.020 10.058
H12 9.034 3.384 8.257
H13 9.147 4.249 5.877
H14 8.811 6.627 5.296
N3 5.491 10.141 6.889
C17 6.181 10.328 8.020
O3 7.256 10.947 8.072
C18 5.669 9.600 9.235
C19 6.512 8.309 9.490
H15 5.835 10.422 6.022
H16 4.740 9.455 6.908
H17 4.578 9.441 9.145
H18 5.858 10.293 10.091
H19 6.669 7.769 8.518
H20 6.091 7.564 10.104
C20 12.472 8.358 6.446
N4 11.394 9.343 6.043
C21 11.496 10.676 6.096
S1 10.077 11.642 6.301
N5 12.726 11.303 6.122
C22 13.788 10.783 5.189
H21 12.057 7.594 7.138
H22 13.244 8.907 6.988
H23 12.932 8.000 5.560
H24 10.454 9.049 6.126
H25 12.652 12.266 6.313
H26 14.756 10.574 5.739
H27 13.976 11.515 4.388
H28 13.407 9.891 4.719

Properties
LUMO level: 0.0210 Ha
Max |F|: 5.48 eV Å⁻¹
Highest occupied orbital energy: -6.28 eV
ΔE to the lowest compared entry with this formula, charge and spin: 50.89 kJ/mol
Gap between HOMO and LUMO: 6.9 eV


3.
C27H38BBrNO4ScSe4 as an isolated structure in a non-equilibrium geometry. Source: OMol25; level of theory: wB97M-V/def2-TZVPD.

Geometry (Å):
Sc1 1.345 1.780 0.254
C1 -2.325 -4.681 4.054
C2 -1.462 -3.697 4.857
C3 -2.355 -2.891 5.811
C4 -0.461 -4.507 5.689
C5 -0.772 -2.737 3.903
C6 -1.523 -1.941 3.048
C7 -0.888 -1.052 2.217
Br1 -1.985 0.016 1.066
C8 0.514 -0.840 2.141
O1 0.994 0.027 1.327
C9 1.264 -1.680 3.022
C10 0.603 -2.570 3.852
C11 2.786 -1.673 3.149
C12 3.158 -1.303 4.595
C13 3.490 -0.670 2.244
C14 3.326 -3.069 2.798
H1 -2.822 -5.395 4.714
H2 -1.701 -5.231 3.353
H3 -3.087 -4.150 3.491
H4 -2.888 -3.553 6.494
H5 -3.085 -2.311 5.253
H6 -1.753 -2.197 6.395
H7 -0.995 -5.194 6.345
H8 0.154 -3.853 6.305
H9 0.188 -5.089 5.037
H10 -2.601 -2.003 3.012
H11 1.212 -3.175 4.503
H12 2.723 -0.338 4.849
H13 4.239 -1.235 4.703
H14 2.793 -2.037 5.308
H15 3.132 0.334 2.462
H16 3.300 -0.885 1.196
H17 4.568 -0.710 2.413
H18 2.953 -3.836 3.472
H19 4.415 -3.072 2.850
H20 3.025 -3.332 1.785
N1 5.053 0.338 -1.561
C15 4.093 0.958 -0.817
O2 2.915 0.663 -0.987
C16 4.594 1.929 0.223
C17 3.459 2.469 1.130
H21 4.747 -0.172 -2.378
H22 5.978 0.729 -1.576
H23 5.058 2.748 -0.347
H24 5.394 1.412 0.779
H25 3.434 3.571 0.980
H26 3.787 2.372 2.186
Se1 0.148 3.303 2.380
Se2 0.835 5.265 1.309
Se3 0.646 4.928 -0.969
Se4 2.689 4.322 -1.857
C18 -3.024 3.934 -6.952
C19 -3.676 2.651 -6.421
C20 -3.975 1.744 -7.618
C21 -5.009 2.993 -5.744
C22 -2.758 1.995 -5.394
C23 -2.264 0.705 -5.556
C24 -1.454 0.089 -4.610
C25 -1.142 0.800 -3.472
O3 -0.384 0.471 -2.422
B1 -0.334 1.600 -1.523
O4 -1.142 2.599 -2.152
C26 -1.618 2.114 -3.304
C27 -2.420 2.716 -4.246
H27 -3.638 4.387 -7.731
H28 -2.045 3.709 -7.368
H29 -2.893 4.659 -6.155
H30 -4.661 2.249 -8.298
H31 -4.439 0.816 -7.294
H32 -3.064 1.513 -8.165
H33 -5.708 3.418 -6.463
H34 -4.864 3.711 -4.943
H35 -5.450 2.094 -5.317
H36 -2.493 0.137 -6.445
H37 -1.087 -0.914 -4.776
H38 -2.766 3.726 -4.089

Properties
LUMO level: 0.1445 Ha
Max |F|: 1.63 eV Å⁻¹
Highest occupied orbital energy: -0.82 eV
ΔE to the lowest compared entry with this formula, charge and spin: 163.84 kJ/mol
Total charge: -2
Gap between HOMO and LUMO: 4.8 eV